(1)
Computed, not measured: the molecule C5H13NS, with wB97M-V/def2-TZVPD.

Structure (ORCA input):
```
! RIJCOSX wB97M-V def2-TZVPD def2/J DEFGRID3
* xyz 0 1
C 0.312 1.602 2.463
N 0.460 1.127 1.071
C 0.382 -0.337 0.985
C 0.952 -0.874 -0.338
C 0.409 -0.196 -1.581
C -1.128 -0.254 -1.678
S -1.802 -1.938 -1.713
H -0.721 1.510 2.798
H 0.588 2.649 2.498
H 0.913 0.981 3.117
H -0.358 1.494 0.595
H -0.641 -0.688 1.141
H 0.956 -0.784 1.797
H 2.030 -0.837 -0.252
H 0.678 -1.930 -0.360
H 0.740 -0.729 -2.475
H 0.686 0.855 -1.595
H -1.603 0.299 -0.869
H -1.402 0.205 -2.618
H -1.452 -2.156 -2.986
*
```

Summary:
- Orbital gap: 0.360 Eh
- Energy relative to the best compared isomer or geometry (same formula, charge and spin): 11.4 kcal/mol
- E_LUMO: 0.9 eV

natural (NBO) atomic charge list, values in e, 5 entries: -0.410, -0.625, -0.222, -0.410, -0.413


(2)
Computed, not measured: a structure of composition C16H36FInNO4, with wB97M-V/def2-TZVPD.

Structure (ORCA input):
```
! RIJCOSX wB97M-V def2-TZVPD def2/J DEFGRID3
* xyz -1 1
N 5.122 -0.665 0.765
In 3.028 -0.412 0.523
F 2.176 -2.085 -0.330
H 5.447 -1.614 0.658
H 5.651 -0.097 0.121
H 2.281 -0.216 2.121
H 2.701 0.974 -0.538
C 2.355 5.112 -1.399
C 3.697 4.581 -1.902
C 4.426 4.297 -0.593
O 3.423 3.949 0.350
C 2.128 4.229 -0.175
H 1.551 5.028 -2.129
H 2.444 6.162 -1.106
H 3.546 3.651 -2.452
H 4.238 5.277 -2.544
H 4.968 5.183 -0.234
H 5.128 3.467 -0.672
H 1.648 3.283 -0.444
H 1.535 4.713 0.602
C 2.975 -2.510 -5.421
C 2.272 -2.916 -4.124
C 2.336 -1.626 -3.315
O 2.279 -0.562 -4.291
C 2.477 -1.079 -5.596
H 2.736 -3.145 -6.275
H 4.058 -2.518 -5.281
H 1.234 -3.190 -4.327
H 2.748 -3.747 -3.607
H 3.269 -1.554 -2.755
H 1.524 -1.519 -2.605
H 1.524 -1.060 -6.144
H 3.187 -0.440 -6.126
C -2.377 1.510 3.061
C -2.382 0.063 2.563
C -1.422 0.143 1.380
O -0.483 1.155 1.709
C -0.914 1.890 2.842
H -2.692 1.619 4.098
H -3.030 2.127 2.439
H -1.977 -0.599 3.331
H -3.371 -0.302 2.284
H -1.947 0.424 0.458
H -0.877 -0.784 1.197
H -0.297 1.610 3.704
H -0.767 2.954 2.648
C -5.475 -3.634 2.074
C -6.154 -4.076 3.371
C -6.159 -2.776 4.168
O -6.273 -1.724 3.211
C -6.046 -2.232 1.895
H -5.682 -4.282 1.225
H -4.394 -3.586 2.210
H -7.177 -4.403 3.173
H -5.633 -4.881 3.886
H -5.227 -2.650 4.729
H -6.994 -2.704 4.866
H -6.999 -2.252 1.354
H -5.366 -1.560 1.372
*
```

Summary:
- Orbital gap: 0.249 Eh
- E_LUMO: 2.4 eV

Mulliken atomic charge list, values in e, 5 entries: -0.679, 0.879, -0.719, 0.145, 0.138


(3)
Computed, not measured: a structure of composition C13H29AsBiN4O3S, with wB97M-V/def2-TZVPD.

Structure (ORCA input):
```
! RIJCOSX wB97M-V def2-TZVPD def2/J DEFGRID3
* xyz 1 1
Bi 1.438 -0.670 -0.754
N -0.610 -0.645 -2.351
C -1.052 0.767 -2.393
C -0.672 1.558 -1.150
O -1.059 2.713 -1.056
N 0.048 0.898 -0.209
C 0.393 1.621 1.007
C 1.616 1.037 1.710
O 2.083 1.590 2.670
O 2.091 -0.101 1.206
H -1.368 -1.239 -2.037
H -0.351 -0.967 -3.278
H -0.608 1.265 -3.252
H -2.133 0.849 -2.495
H 0.576 2.674 0.802
H -0.432 1.583 1.723
C 0.277 -2.082 3.505
C 0.121 -3.111 2.388
As -0.406 -2.327 0.701
C -0.735 -3.925 -0.374
C -1.975 -4.765 -0.080
C -2.055 -1.400 1.146
C -3.144 -2.207 1.844
H 0.601 -2.575 4.422
H -0.664 -1.577 3.726
H 1.023 -1.327 3.253
H -0.629 -3.863 2.627
H 1.059 -3.631 2.196
H 0.170 -4.510 -0.200
H -0.706 -3.636 -1.428
H -2.108 -4.948 0.986
H -1.881 -5.735 -0.569
H -2.881 -4.295 -0.459
H -2.419 -0.910 0.242
H -1.705 -0.595 1.795
H -3.655 -2.884 1.167
H -3.888 -1.522 2.251
H -2.753 -2.791 2.677
C 0.686 4.912 -2.554
N 1.275 3.616 -2.861
C 2.083 2.943 -2.044
S 2.583 1.344 -2.490
N 2.443 3.538 -0.911
C 3.471 3.089 0.030
H 0.077 5.219 -3.398
H 1.460 5.669 -2.407
H 0.048 4.840 -1.671
H 0.994 3.128 -3.693
H 2.074 4.462 -0.750
H 3.765 2.074 -0.215
H 3.087 3.116 1.047
H 4.344 3.734 -0.042
*
```

Summary:
- Orbital gap: 0.318 Eh
- E_LUMO: -2.9 eV

natural (NBO) atomic charge list, values in e, 5 entries: 1.634, -0.852, -0.325, 0.659, -0.638


(4)
Computed, not measured: a structure of composition BrLi3 in a non-equilibrium geometry, with wB97M-V/def2-TZVPD.

Structure (ORCA input):
```
! RIJCOSX wB97M-V def2-TZVPD def2/J DEFGRID3
* xyz 2 1
Li -1.971 0.527 -2.549
Li 1.704 1.729 3.042
Li 1.037 -1.954 -1.383
Br -0.770 -0.301 0.889
*
```

Summary:
- Orbital gap: 0.264 Eh
- Energy relative to the best compared isomer or geometry (same formula, charge and spin): 3.6 kcal/mol
- E_LUMO: -8.2 eV

Need the natural (NBO) charges? In units of e they are: 0.983, 0.996, 0.966, -0.945


(5)
Computed, not measured: a structure of composition C11H12N3O9Ru, with wB97M-V/def2-TZVPD.

Structure (ORCA input):
```
! RIJCOSX wB97M-V def2-TZVPD def2/J DEFGRID3
* xyz 1 5
Ru 0.000 0.640 0.105
O -0.319 -1.440 -1.324
C -1.533 -2.153 -1.601
C -2.322 -2.599 -0.363
N -3.027 -1.531 0.360
C -2.697 -1.235 1.757
C -1.390 -0.458 1.813
O -1.337 0.727 2.143
O -0.358 -1.048 1.286
C -3.860 -0.713 -0.350
C -2.925 0.551 -1.190
O -3.404 0.820 -2.239
O -1.971 0.934 -0.475
H 0.293 -2.055 -0.906
H -2.128 -1.512 -2.245
H -1.301 -3.050 -2.174
H -3.069 -3.318 -0.709
H -1.664 -3.109 0.337
H -3.490 -0.644 2.201
H -2.583 -2.173 2.299
H -4.358 -1.209 -1.177
H -4.522 -0.113 0.269
O 4.886 3.727 -0.594
C 5.139 2.607 0.067
O 6.223 2.305 0.475
C 3.983 1.691 0.335
C 4.109 0.538 1.089
N 2.904 -0.040 1.169
N 2.001 0.670 0.485
C 2.643 1.718 -0.033
C 1.786 2.610 -0.866
O 2.216 3.560 -1.452
O 0.512 2.203 -0.915
H 3.943 3.829 -0.826
H 4.986 0.137 1.573
H 2.633 -0.868 1.673
*
```

Summary:
- Orbital gap (spin up / spin down): 0.326 / 0.258 Eh
- <S²>: 6.019
- E_LUMO (spin up / spin down): -4.2 / -6.4 eV

natural (NBO) atomic charge list, values in e, 5 entries: 1.540, -0.720, -0.084, -0.267, -0.205


(6)
Computed, not measured: the molecule C5H8O2, with wB97M-V/def2-TZVPD.

Structure (ORCA input):
```
! RIJCOSX wB97M-V def2-TZVPD def2/J DEFGRID3
* xyz 0 1
C 1.861 -0.493 0.455
C 0.518 0.082 0.834
C -0.634 -0.600 0.211
O -0.588 -1.694 -0.638
C -0.213 0.780 -0.304
C -1.509 1.455 -0.510
O -1.987 1.538 -1.621
H 2.631 0.278 0.433
H 1.800 -0.970 -0.532
H 2.118 -1.271 1.181
H 0.390 0.468 1.845
H -1.516 -0.586 0.860
H -1.120 -1.442 -1.408
H 0.379 0.897 -1.206
H -2.130 1.558 0.400
*
```

Summary:
- Orbital gap: 0.389 Eh
- Energy relative to the best compared isomer or geometry (same formula, charge and spin): 49.7 kcal/mol
- E_LUMO: 0.8 eV

natural (NBO) atomic charge list, values in e, 5 entries: -0.611, -0.208, 0.125, -0.693, -0.384


Number 1: electronic energy -651.22577 a.u.. Number 2: electronic energy -1276.90360 a.u.. Number 3: electronic energy -3805.91385 a.u.. Number 4: electronic energy -2596.08317 a.u.. Number 5: electronic energy -1362.40976 a.u.. Number 6: electronic energy -345.72580 a.u..